No. 1
Density functional theory data (wB97M-V/def2-TZVPD) for a single C3H12N4 molecule.

Structure (XYZ):
```
19
Properties=species:S:1:pos:R:3
C -0.4407 1.3485 1.3326
C 1.4381 1.4834 -0.1355
C -1.5625 -0.4601 -0.4908
N 0.5698 -2.5243 -0.7157
N 0.7206 -1.5295 0.1227
N 0.0629 1.0530 0.0469
N -0.1626 -0.1739 -0.5840
H -0.2826 0.7648 2.2340
H -0.1808 2.3037 1.5432
H -1.6252 1.4294 1.2450
H 1.8140 1.2656 -1.0685
H 1.4392 2.6464 0.0523
H 1.9644 1.0397 0.6210
H -2.2855 0.2341 -1.1173
H -1.8089 -1.4087 -1.0477
H -1.8980 -0.6259 0.5106
H -0.2069 -3.1393 -0.6820
H 0.7792 -2.5057 -1.7055
H 1.6655 -1.2012 -0.1614
```

As for the structure (SMILES): CN(C)N(C)NN. As for the total energy: -340.3335 a.u. The value obtained for the strongest force on any atom is 0.097 Eh/bohr. Its multiplicity is 1.


No. 2
Density functional theory data (wB97M-V/def2-TZVPD) for 2 unconnected molecules or ions with the total composition C3H12N4.

Structure (XYZ):
```
19
Properties=species:S:1:pos:R:3
C -1.8913 -0.1002 -0.1533
N -2.1512 0.3285 1.1573
N -1.8475 0.6638 -1.2112
H -2.8342 -0.1880 1.6898
H -1.8324 1.2597 1.3820
H 0.0015 0.4504 -1.8214
H -1.6848 1.6459 -0.9731
H -2.2877 -1.1028 -0.3271
H -0.2282 -0.3940 0.0439
C 1.5464 0.5028 0.9791
C 0.9933 -0.2647 -0.2108
N 1.6385 -1.5384 -0.3605
N 0.9575 0.5366 -1.3664
H 1.2240 -2.0967 -1.0976
H 1.6607 -2.0660 0.5023
H 1.6774 0.2718 -2.0301
H 1.0900 1.4893 1.0183
H 2.6230 0.6220 0.8657
H 1.3450 -0.0197 1.9129
```

As for the structure (SMILES): [H]/N=C\N.CC(N)N. As for the total energy: -340.4685 a.u. The value obtained for the strongest force on any atom is 0.078 Eh/bohr. Its multiplicity is 1.


No. 3
Density functional theory data (wB97M-V/def2-TZVPD) for a molecular structure, C3H12N4O.

Structure (XYZ):
```
20
Properties=species:S:1:pos:R:3
C -1.1395 0.0906 0.3163
C 1.3153 0.1791 -0.0345
C 1.7695 -1.2497 0.0840
N -1.4423 -0.4581 -0.9603
N -1.5037 1.4809 0.3654
N -1.7933 -0.6828 1.3227
N 1.4761 0.7536 -1.2756
O 1.3161 0.9945 1.0024
H 0.0475 0.3126 0.9167
H -1.2398 -1.4479 -1.0255
H -1.0567 0.0656 -1.7390
H -0.8391 2.0189 0.9231
H -1.8238 1.9936 -0.4476
H -2.7927 -0.8053 1.1849
H -1.5489 -0.4610 2.2813
H 1.9885 0.2558 -1.9898
H 1.6325 1.7521 -1.2694
H 1.5243 -1.8209 -0.8144
H 1.2572 -1.7172 0.9239
H 2.8529 -1.2543 0.2357
```

As for the total energy: -415.6777 a.u. The value obtained for the strongest force on any atom is 0.100 Eh/bohr. Its multiplicity is 1.